{"formula": "H20HeO10", "method": "the ωB97M-V functional and the def2-TZVPD basis", "elements": ["He", "O", "H", "H", "O", "H", "H", "O", "H", "H", "O", "H", "H", "O", "H", "H", "O", "H", "H", "O", "H", "H", "O", "H", "H", "O", "H", "H", "O", "H", "H"], "xyz": [[5.51, 25.72, 9.89], [7.31, 23.56, 13.53], [6.84, 22.96, 14.11], [6.67, 23.80, 12.85], [7.24, 28.03, 11.34], [8.01, 27.73, 10.86], [7.44, 28.93, 11.58], [5.18, 26.63, 12.58], [4.95, 25.75, 12.26], [5.88, 26.92, 11.99], [2.72, 26.80, 8.72], [2.46, 25.91, 8.97], [2.41, 27.35, 9.44], [5.11, 23.75, 11.55], [5.69, 23.54, 10.82], [5.03, 22.92, 12.03], [5.96, 29.09, 8.86], [6.51, 29.86, 8.70], [6.35, 28.67, 9.63], [7.36, 23.27, 7.21], [7.61, 23.53, 8.09], [7.58, 24.03, 6.66], [7.88, 23.73, 10.14], [8.08, 24.64, 10.35], [8.67, 23.25, 10.40], [4.80, 24.62, 5.92], [5.50, 24.09, 6.30], [5.26, 25.25, 5.36], [3.65, 29.06, 12.13], [4.22, 28.29, 12.08], [4.06, 29.70, 11.56]], "lowdin_charge": [0.161, -0.055, 0.033, -0.028, -0.032, 0.064, 0.074, -0.063, -0.007, -0.032, -0.064, 0.024, 0.023, -0.071, 0.009, 0.056, -0.050, 0.029, -0.029, -0.047, -0.010, 0.034, -0.034, 0.047, 0.067, -0.049, -0.015, 0.028, -0.057, -0.027, 0.019], "fmax_ev_per_a": 0.77, "orbital_gap_ev": 10.2, "e_above_lowest_kj_mol": 126.31, "total_charge": 0}

=====

{"formula": "H20NO8", "method": "the ωB97M-V functional and the def2-TZVPD basis", "elements": ["N", "H", "H", "H", "H", "O", "H", "H", "O", "H", "H", "O", "H", "H", "O", "H", "H", "O", "H", "H", "O", "H", "H", "O", "H", "H", "O", "H", "H"], "xyz": [[-18.08, -16.34, 19.87], [-18.80, -16.87, 19.40], [-18.64, -15.80, 20.52], [-17.69, -15.77, 19.12], [-17.37, -16.89, 20.32], [-19.74, -13.93, 22.96], [-20.48, -13.44, 22.59], [-19.30, -13.30, 23.52], [-22.46, -13.35, 19.41], [-22.84, -14.05, 18.87], [-22.44, -12.59, 18.83], [-20.36, -14.02, 15.39], [-20.61, -13.10, 15.32], [-19.42, -14.02, 15.20], [-20.05, -19.15, 17.86], [-20.47, -19.85, 18.35], [-19.81, -19.54, 17.02], [-23.73, -16.93, 18.13], [-23.17, -17.53, 17.64], [-24.50, -16.81, 17.57], [-16.25, -16.43, 15.73], [-16.45, -17.34, 15.53], [-15.30, -16.36, 15.63], [-15.02, -18.34, 21.62], [-14.16, -17.99, 21.38], [-14.88, -18.79, 22.45], [-15.95, -12.54, 19.04], [-15.13, -13.04, 19.10], [-15.98, -12.03, 19.85]], "lowdin_charge": [0.368, 0.141, 0.150, 0.152, 0.145, -0.060, 0.033, 0.034, -0.057, 0.018, 0.030, -0.057, 0.031, 0.026, -0.056, 0.038, 0.037, -0.051, 0.023, 0.036, -0.058, 0.029, 0.033, -0.059, 0.034, 0.039, -0.056, 0.026, 0.033], "fmax_ev_per_a": 1.25, "orbital_gap_ev": 10.3, "e_above_lowest_kj_mol": 181.89, "total_charge": 1}

=====

{"formula": "H20NO8", "method": "the ωB97M-V functional and the def2-TZVPD basis", "elements": ["N", "H", "H", "H", "H", "O", "H", "H", "O", "H", "H", "O", "H", "H", "O", "H", "H", "O", "H", "H", "O", "H", "H", "O", "H", "H", "O", "H", "H"], "xyz": [[-0.25, 0.32, -0.78], [-0.10, -0.46, -0.40], [-1.22, 0.52, -0.80], [-0.01, 0.54, -1.80], [0.25, 0.91, -0.22], [-1.77, -0.62, 1.51], [-2.26, 0.00, 2.02], [-2.50, -1.30, 1.55], [2.63, 1.28, -0.52], [3.33, 1.27, 0.12], [2.78, 0.53, -1.18], [-0.28, 2.95, 1.09], [0.13, 2.48, 1.77], [-1.04, 3.36, 1.48], [2.49, -1.03, -2.00], [2.61, -0.99, -3.05], [2.08, -1.90, -1.73], [0.64, -2.46, 1.33], [-0.14, -2.18, 1.99], [1.01, -3.06, 1.90], [1.00, 1.15, 2.76], [0.38, 0.44, 2.71], [1.86, 1.16, 2.66], [-0.81, -2.50, -1.69], [0.06, -2.61, -1.13], [-1.36, -3.22, -1.69], [-3.08, 1.46, -1.77], [-3.93, 1.99, -1.64], [-2.52, 1.99, -2.49]], "lowdin_charge": [0.379, -0.015, 0.087, 0.207, 0.055, -0.042, 0.044, 0.099, -0.080, 0.029, 0.019, -0.015, -0.061, 0.041, -0.110, 0.152, 0.062, -0.070, 0.105, -0.011, 0.046, 0.037, -0.025, -0.047, 0.067, -0.009, -0.139, 0.075, 0.118], "fmax_ev_per_a": 9.94, "orbital_gap_ev": 11.2, "e_above_lowest_kj_mol": 321.39, "total_charge": 1}

=====

{"formula": "H20NO8", "method": "the ωB97M-V functional and the def2-TZVPD basis", "elements": ["N", "H", "H", "H", "H", "O", "H", "H", "O", "H", "H", "O", "H", "H", "O", "H", "H", "O", "H", "H", "O", "H", "H", "O", "H", "H", "O", "H", "H"], "xyz": [[1.20, 1.39, 0.73], [2.00, 1.24, 0.12], [0.37, 1.47, 0.17], [1.53, 2.22, 1.20], [1.18, 0.60, 1.35], [0.60, -2.67, -4.20], [0.61, -3.56, -4.56], [0.52, -2.80, -3.26], [4.30, 0.50, -2.86], [3.76, -0.13, -3.33], [5.14, 0.48, -3.32], [-4.83, -2.01, -1.66], [-5.08, -2.02, -2.58], [-4.47, -1.13, -1.52], [-2.16, 2.07, -2.78], [-2.36, 1.75, -3.66], [-2.29, 3.02, -2.83], [3.32, 4.87, 3.32], [3.59, 5.72, 2.98], [4.06, 4.56, 3.84], [-4.08, 1.48, 2.07], [-4.68, 2.08, 2.50], [-3.63, 1.03, 2.79], [-0.65, -2.33, 3.96], [-0.11, -2.27, 4.75], [-1.55, -2.33, 4.29], [1.14, -4.38, 0.46], [1.88, -4.86, 0.82], [0.71, -4.00, 1.22]], "lowdin_charge": [0.361, 0.155, 0.162, 0.158, 0.159, -0.056, 0.034, 0.022, -0.064, 0.029, 0.036, -0.053, 0.030, 0.022, -0.062, 0.034, 0.030, -0.063, 0.034, 0.032, -0.055, 0.034, 0.021, -0.059, 0.030, 0.033, -0.054, 0.033, 0.018], "fmax_ev_per_a": 1.41, "orbital_gap_ev": 9.2, "e_above_lowest_kj_mol": 247.02, "total_charge": 1}